{
  "formula": "Cl5OP2",
  "method": "ωB97M-V/def2-TZVPD",
  "homo_energy_ev": -14.37,
  "homo_lumo_gap_ev": 6.28,
  "e_tot_ha": -3058.7172,
  "charge": 1,
  "species": ["O", "P", "P", "Cl", "Cl", "Cl", "Cl", "Cl"],
  "positions_angstrom": [[0.06310, 0.50732, 0.07112], [-0.61573, -1.79654, -3.16508], [0.17764, 1.12985, 1.38368], [1.26785, -2.39201, -3.10977], [-1.41865, -1.61603, -1.32202], [1.78273, 0.51767, 2.27021], [0.19002, 3.24046, 1.44779], [-1.44696, 0.40927, 2.42409]],
  "forces_ev_per_angstrom": [[0.1, 0.4, -0.9], [-0.3, 0.1, 1.4], [-1.7, 0.8, -0.2], [-1.0, 0.3, 0.4], [1.2, -0.3, -1.7], [0.8, 0.1, 0.9], [-0.1, -2.3, 0.1], [1.0, 0.9, 0.0]]
}